# 1
Computed, not measured: 2 unconnected molecules or ions with the total composition C5H10O2, with ωB97M-V/def2-TZVPD.

Geometry (Å):
1 C -2.4611 0.3396 0.1338
2 C -1.1878 0.4858 -0.6315
3 C -0.4146 -0.5327 -1.0093
4 C 0.8762 -0.3872 -1.7498
5 H -2.4511 0.9051 1.0696
6 H -3.3100 0.7360 -0.4274
7 H -2.6718 -0.7002 0.3821
8 H -0.8748 1.4913 -0.9017
9 H -0.7575 -1.5393 -0.7872
10 H 1.0581 0.6483 -2.0222
11 H 0.8762 -0.9850 -2.6614
12 H 1.7090 -0.7203 -1.1272
13 O 3.3717 -0.3831 1.6078
14 C 2.3394 0.1281 1.8827
15 O 1.2866 -0.5749 2.3639
16 H 2.1343 1.2048 1.7998
17 H 0.4775 -0.1164 2.0782

Summary:
**Orbital gap**: 0.375 Ha
**Energy relative to the best compared isomer or geometry (same formula, charge and spin)**: 36.12 kcal/mol
**Max |F|**: 0.56 eV Å⁻¹
**Total energy**: -9441.4768 eV
**LUMO energy**: 0.7 eV
**HOMO**: -9.52 eV
**SMILES string**: C/C=C/C.O=CO

Now the natural (NBO) charges, all in e: atom 1 (C): -0.64, atom 2 (C): -0.21, atom 3 (C): -0.18, atom 4 (C): -0.65, atom 5 (H): 0.21, atom 6 (H): 0.22, atom 7 (H): 0.21, atom 8 (H): 0.19, atom 9 (H): 0.19, atom 10 (H): 0.21, atom 11 (H): 0.22, atom 12 (H): 0.22, atom 13 (O): -0.54, atom 14 (C): 0.64, atom 15 (O): -0.69, atom 16 (H): 0.09, atom 17 (H): 0.49

***

# 2
Computed, not measured: 14 unconnected molecules or ions with the total composition C60H126F32N10O14 in a non-equilibrium geometry, with ωB97M-V/def2-TZVPD.

Geometry (Å):
1 C 0.9075 6.3680 0.5802
2 C -0.3110 6.2798 1.5625
3 C -1.2057 5.2590 0.9116
4 O -2.4806 5.1353 1.4989
5 C -3.4254 4.6304 0.5436
6 N -0.0305 5.9062 2.9073
7 H 1.8485 6.8802 0.8585
8 H 0.5951 6.8625 -0.2980
9 H 1.3269 5.3815 0.3805
10 H -0.8714 7.2261 1.5313
11 H -0.6801 4.3592 0.8884
12 H -1.2975 5.5826 -0.1306
13 H -4.3885 4.6663 1.0471
14 H -3.1458 3.6096 0.2444
15 H -3.4597 5.2018 -0.3444
16 H -0.7253 5.3572 3.3837
17 H 0.1830 6.7736 3.4575
18 C 1.4071 -3.3332 -1.1154
19 C 1.5678 -4.8225 -1.1880
20 C 0.9776 -5.3156 -2.4975
21 O 1.9072 -4.9433 -3.5823
22 C 1.7443 -5.7481 -4.6862
23 N 2.9759 -5.1291 -0.9900
24 H 2.0510 -2.8679 -0.4300
25 H 0.3447 -3.1592 -0.8432
26 H 1.5124 -2.8968 -2.1002
27 H 0.9706 -5.3883 -0.4794
28 H 0.0237 -4.7994 -2.6569
29 H 0.8101 -6.3958 -2.5192
30 H 0.7751 -5.6877 -5.0353
31 H 1.7943 -6.7901 -4.4025
32 H 2.4824 -5.4254 -5.4111
33 H 3.2402 -6.0817 -0.9765
34 H 3.5735 -4.5483 -1.5840
35 C 3.8017 3.2456 -6.3711
36 C 4.1804 3.6965 -4.9380
37 C 3.1895 3.2460 -3.9327
38 O 1.9152 3.7784 -4.2274
39 C 1.7843 5.1197 -3.7372
40 N 5.4420 3.1975 -4.4565
41 H 3.6513 2.1800 -6.4115
42 H 4.5943 3.5186 -7.0624
43 H 2.9507 3.8270 -6.6932
44 H 4.1658 4.7818 -4.9679
45 H 3.4983 3.5517 -2.9452
46 H 3.0512 2.1754 -3.9609
47 H 2.1670 5.3199 -2.6807
48 H 0.7442 5.3636 -3.7120
49 H 2.2680 5.9213 -4.4015
50 H 5.6968 3.7072 -3.5938
51 H 6.2434 3.3500 -5.0698
52 C -0.4276 -9.5049 0.4568
53 C -0.4607 -7.9893 0.4558
54 C -1.5679 -7.4223 -0.3718
55 O -1.3068 -6.0375 -0.3010
56 C -2.3949 -5.2465 -0.7826
57 N -0.4799 -7.4048 1.7778
58 H 0.4511 -9.8078 1.0174
59 H -0.4142 -9.9433 -0.5284
60 H -1.2462 -9.9817 1.0735
61 H 0.4349 -7.6651 -0.0571
62 H -2.5545 -7.7133 0.1041
63 H -1.5094 -7.7831 -1.4054
64 H -3.3318 -5.3851 -0.2185
65 H -2.5759 -5.4305 -1.8458
66 H -2.0669 -4.1815 -0.7221
67 H -0.7749 -6.4208 1.6765
68 H -1.1817 -7.7995 2.4373
69 C 5.8557 5.4893 -1.1867
70 C 6.9801 5.9184 -0.2793
71 C 7.1951 5.1661 1.0487
72 O 5.9982 5.2116 1.8410
73 C 6.0662 4.2231 2.8980
74 N 8.2422 6.0422 -1.0593
75 H 5.7860 4.4116 -1.2883
76 H 6.0625 5.9886 -2.1233
77 H 4.8994 5.8349 -0.7380
78 H 6.7797 6.9419 -0.1100
79 H 7.9441 5.6897 1.6558
80 H 7.4615 4.1050 0.9286
81 H 5.7429 4.6206 3.8323
82 H 7.1099 3.8979 3.0268
83 H 5.3343 3.4472 2.7314
84 H 8.8991 6.6371 -0.5988
85 H 8.7000 5.1798 -1.2454
86 C 3.7222 -4.0553 2.5200
87 C 2.3580 -4.2656 3.2303
88 C 1.2720 -3.5993 2.4498
89 O 0.1624 -3.5848 3.2905
90 C -0.9759 -2.9238 2.8300
91 N 2.1255 -5.6196 3.5704
92 H 4.4112 -4.7051 2.9774
93 H 4.0583 -3.0411 2.7373
94 H 3.6815 -4.2992 1.4241
95 H 2.4752 -3.6506 4.1026
96 H 1.0380 -4.2392 1.5743
97 H 1.6293 -2.5639 2.2293
98 H -1.8405 -3.2681 3.4494
99 H -1.2027 -3.0644 1.7694
100 H -0.9155 -1.8453 2.9084
101 H 2.2858 -6.3080 2.7716
102 H 1.2251 -5.7848 4.0011
103 C 5.5944 -0.2213 -3.8627
104 C 4.9785 -1.6303 -3.9664
105 C 3.7726 -1.6806 -4.9278
106 O 2.6629 -1.1201 -4.2405
107 C 1.6562 -0.8839 -5.1984
108 N 5.9547 -2.6103 -4.4812
109 H 6.3768 -0.0485 -4.6254
110 H 6.1473 -0.1234 -2.8730
111 H 4.7499 0.4366 -3.9872
112 H 4.5750 -1.8989 -2.9951
113 H 3.5054 -2.6832 -5.2056
114 H 3.9006 -1.1281 -5.8974
115 H 1.3494 -1.8552 -5.5503
116 H 2.0459 -0.3370 -6.0802
117 H 0.7864 -0.3701 -4.7017
118 H 6.7981 -2.1436 -4.8427
119 H 6.3215 -3.3026 -3.7776
120 C -10.0383 -2.2952 2.6195
121 C -9.2819 -1.0098 2.3174
122 C -7.8643 -0.9063 2.8891
123 O -7.0797 -1.9044 2.2607
124 C -5.7222 -2.0606 2.7234
125 N -9.1411 -0.8875 0.8332
126 H -9.6581 -3.2510 2.2109
127 H -11.0459 -2.0547 2.3270
128 H -10.1011 -2.4294 3.7179
129 H -9.9662 -0.2297 2.7571
130 H -7.7737 -1.0215 3.9485
131 H -7.4463 0.0356 2.5768
132 H -5.6899 -2.3541 3.7356
133 H -5.0427 -1.2230 2.6413
134 H -5.2796 -2.9135 2.2622
135 H -8.8175 0.0313 0.4049
136 H -8.3971 -1.5497 0.6021
137 C -10.5803 2.7362 3.7974
138 C -9.2521 3.4668 3.2938
139 C -8.0669 2.5095 3.1794
140 O -6.8346 3.2677 3.0908
141 C -5.6293 2.4958 3.1921
142 N -9.5497 4.2293 2.1185
143 H -11.3938 3.4637 3.5704
144 H -10.5334 2.4215 4.8331
145 H -10.7136 1.8730 3.1816
146 H -8.8713 4.0775 4.1148
147 H -8.0083 1.7620 2.3660
148 H -7.9832 1.9528 4.1369
149 H -5.6334 1.7663 2.3927
150 H -5.5652 1.9740 4.1065
151 H -4.7572 3.0500 3.0049
152 H -10.0347 3.6755 1.4240
153 H -8.7747 4.7374 1.7714
154 C -5.2421 -3.9661 -2.4918
155 C -5.6141 -2.9951 -1.4074
156 C -6.4012 -1.7967 -2.0133
157 O -5.5292 -0.9332 -2.6315
158 C -6.1762 0.1457 -3.3496
159 N -6.3765 -3.6197 -0.3778
160 H -4.6956 -4.7879 -2.0539
161 H -4.5829 -3.5385 -3.1754
162 H -6.0967 -4.3627 -2.9489
163 H -4.6378 -2.5080 -0.9961
164 H -6.9469 -1.2809 -1.1609
165 H -7.1951 -2.1121 -2.7467
166 H -6.7478 0.8266 -2.6802
167 H -6.8400 -0.2092 -4.1295
168 H -5.3653 0.7015 -3.9092
169 H -7.1070 -4.1733 -0.7865
170 H -6.8219 -2.8845 0.1668
171 C 2.1407 0.5382 6.9873
172 C 1.3842 -0.7620 6.9784
173 C 1.0146 -1.4021 5.5816
174 F 0.2492 -0.6142 4.9252
175 F 2.2292 -1.5336 4.9824
176 F 2.0973 -1.7776 7.5159
177 F 0.2073 -0.5782 7.6674
178 O 1.4026 1.5567 6.3521
179 C 1.9835 2.1746 5.3305
180 C 1.1078 3.1758 4.6447
181 F -0.0307 2.4849 4.4602
182 F 0.9050 4.2559 5.3511
183 F 3.1159 2.8056 5.6866
184 F 2.3509 1.1699 4.4040
185 H 3.0903 0.3598 6.3957
186 H 2.4075 0.9033 8.0130
187 H 0.6191 -2.4097 5.7918
188 H 1.6647 3.4902 3.7526
189 C 5.4655 -0.5343 1.6915
190 C 6.3844 -0.7739 0.5017
191 C 7.1146 0.3186 -0.1416
192 F 6.3719 1.2762 -0.7360
193 F 7.9228 0.9384 0.7670
194 F 7.3113 -1.7554 0.7234
195 F 5.5304 -1.1467 -0.4804
196 O 6.3668 -0.3313 2.8138
197 C 5.9195 -0.0608 4.0500
198 C 7.0819 -0.2643 5.0521
199 F 8.1226 0.4759 4.6967
200 F 6.7114 0.1434 6.3348
201 F 5.3862 1.2512 4.0648
202 F 4.9574 -0.9339 4.3810
203 H 4.8563 -1.4399 1.8278
204 H 4.7983 0.3134 1.4875
205 H 7.7038 -0.1179 -0.9470
206 H 7.1927 -1.3452 5.1513
207 C 0.3511 0.4249 1.5153
208 C -1.0809 0.8653 1.5342
209 C -2.0080 0.2060 0.5262
210 F -2.0644 -1.1387 0.6905
211 F -3.2188 0.6989 0.8395
212 F -1.5957 0.5449 2.7574
213 F -1.1935 2.2231 1.3927
214 O 0.7348 0.5183 0.1166
215 C 2.0436 0.5938 -0.0402
216 C 2.4136 0.9684 -1.5030
217 F 1.7501 2.1335 -1.8143
218 F 3.7471 1.2294 -1.5449
219 F 2.5463 1.6233 0.7743
220 F 2.6340 -0.5953 0.4073
221 H 0.4564 -0.5455 1.8770
222 H 0.9201 1.0985 2.1244
223 H -1.8278 0.5100 -0.5621
224 H 2.2200 0.1962 -2.2137
225 C -2.5570 1.4071 -4.8966
226 C -2.1228 1.5077 -3.3902
227 C -1.2889 2.6990 -2.8934
228 F -1.9985 3.8738 -2.9942
229 F -1.0421 2.5163 -1.5898
230 F -3.2556 1.3294 -2.7319
231 F -1.2429 0.4414 -3.1101
232 O -1.4386 1.5290 -5.7841
233 C -1.4592 2.5698 -6.6450
234 C -0.3790 2.5078 -7.7856
235 F -0.2043 3.7082 -8.3658
236 F 0.8075 2.2393 -7.2088
237 F -2.6641 2.5912 -7.2924
238 F -1.4735 3.7092 -5.9734
239 H -3.3280 2.1749 -4.9893
240 H -2.9541 0.4688 -5.1436
241 H -0.3812 2.7883 -3.4779
242 H -0.7564 1.7950 -8.4601

Summary:
**Orbital gap**: 0.328 Ha
**Max |F|**: 4.04 eV Å⁻¹
**Total energy**: -194781.1283 eV
**LUMO energy**: 0.3 eV
**HOMO**: -8.58 eV

Atomic partial charges in e from the Mulliken method, atoms 1 to 99: atom 1 (C): -1.32, atom 2 (C): 0.32, atom 3 (C): -0.31, atom 4 (O): -0.47, atom 5 (C): -0.54, atom 6 (N): -0.37, atom 7 (H): 0.50, atom 8 (H): 0.52, atom 9 (H): -0.03, atom 10 (H): 0.26, atom 11 (H): -0.19, atom 12 (H): 0.50, atom 13 (H): 0.25, atom 14 (H): -0.01, atom 15 (H): 0.45, atom 16 (H): 0.26, atom 17 (H): 0.23, atom 18 (C): -0.83, atom 19 (C): 1.90, atom 20 (C): -1.35, atom 21 (O): 0.01, atom 22 (C): -1.10, atom 23 (N): -0.50, atom 24 (H): -0.16, atom 25 (H): -0.15, atom 26 (H): 0.63, atom 27 (H): -0.77, atom 28 (H): 0.25, atom 29 (H): 0.64, atom 30 (H): 0.47, atom 31 (H): 0.35, atom 32 (H): 0.21, atom 33 (H): 0.25, atom 34 (H): 0.09, atom 35 (C): -1.46, atom 36 (C): 0.43, atom 37 (C): 0.74, atom 38 (O): 0.30, atom 39 (C): -1.04, atom 40 (N): -0.39, atom 41 (H): 0.14, atom 42 (H): 0.51, atom 43 (H): 0.30, atom 44 (H): 0.31, atom 45 (H): 0.43, atom 46 (H): -1.33, atom 47 (H): 0.26, atom 48 (H): 0.35, atom 49 (H): 0.29, atom 50 (H): -0.03, atom 51 (H): 0.31, atom 52 (C): -1.70, atom 53 (C): 1.08, atom 54 (C): -0.93, atom 55 (O): 0.33, atom 56 (C): -1.47, atom 57 (N): -0.47, atom 58 (H): 0.42, atom 59 (H): 0.38, atom 60 (H): 0.35, atom 61 (H): -0.17, atom 62 (H): 0.30, atom 63 (H): 0.38, atom 64 (H): 0.56, atom 65 (H): 0.42, atom 66 (H): 0.11, atom 67 (H): 0.08, atom 68 (H): 0.32, atom 69 (C): -0.68, atom 70 (C): 0.33, atom 71 (C): -0.36, atom 72 (O): -0.41, atom 73 (C): -0.56, atom 74 (N): -0.74, atom 75 (H): -0.25, atom 76 (H): 0.45, atom 77 (H): 0.20, atom 78 (H): 0.40, atom 79 (H): 0.24, atom 80 (H): 0.17, atom 81 (H): 0.34, atom 82 (H): 0.41, atom 83 (H): 0.03, atom 84 (H): 0.26, atom 85 (H): 0.21, atom 86 (C): -0.39, atom 87 (C): 0.19, atom 88 (C): 3.05, atom 89 (O): -0.60, atom 90 (C): -0.37, atom 91 (N): -0.56, atom 92 (H): 0.59, atom 93 (H): -0.43, atom 94 (H): -0.03, atom 95 (H): -0.32, atom 96 (H): -0.96, atom 97 (H): -0.99, atom 98 (H): 0.48, atom 99 (H): -0.01

***

# 3
Computed, not measured: a single C4H8N2S molecule in a non-equilibrium geometry, with ωB97M-V/def2-TZVPD.

Geometry (Å):
1 H 0.2689 -2.6879 -1.2865
2 N -0.5574 -2.1079 -1.1090
3 C -0.2143 -0.9200 -0.7879
4 C -1.2686 0.0860 -0.5167
5 C -1.2785 1.0613 0.3971
6 C -0.2506 1.3886 1.4264
7 N 1.1001 -0.4308 -0.6688
8 S 2.4549 -1.3209 -1.1800
9 H -2.1516 -0.0612 -1.1472
10 H -2.1867 1.6466 0.4429
11 H 0.2301 2.3760 1.2217
12 H 0.5269 0.6683 1.5006
13 H -0.7228 1.4691 2.4070
14 H 1.1738 0.5886 -0.7194
15 H 2.8758 -1.7559 0.0197

Summary:
**Orbital gap**: 0.368 Ha
**Energy relative to the best compared isomer or geometry (same formula, charge and spin)**: 37.10 kcal/mol
**Max |F|**: 1.23 eV Å⁻¹
**Total energy**: -18092.1334 eV
**LUMO energy**: 0.7 eV
**HOMO**: -9.30 eV
**SMILES string**: [H]/N=C(/C=C\C)NS

Now the natural (NBO) charges, all in e: atom 1 (H): 0.34, atom 2 (N): -0.67, atom 3 (C): 0.38, atom 4 (C): -0.26, atom 5 (C): -0.14, atom 6 (C): -0.67, atom 7 (N): -0.79, atom 8 (S): 0.19, atom 9 (H): 0.23, atom 10 (H): 0.20, atom 11 (H): 0.22, atom 12 (H): 0.22, atom 13 (H): 0.23, atom 14 (H): 0.40, atom 15 (H): 0.10

***

Question: Which of these has the lowest LUMO energy?
Answer: C60H126F32N10O14

***

Question: Among the records above, which one has the highest max |F|?
Answer: C60H126F32N10O14

***

Question: What is the formula in the third record?
Answer: C4H8N2S